Record 1
Entry from OMol25: a molecular structure, C27H22ClN5O2Pt in a non-equilibrium geometry (the ωB97M-V functional and the def2-TZVPD basis).

LUMO (alpha / beta) in eV: -0.065 / -1.527
Kohn-Sham gap (alpha / beta) in eV: 6.7 / 5.4

```
! RIJCOSX wB97M-V def2-TZVPD def2/J DEFGRID3
* xyz 0 3
Pt 0.410 -0.782 -1.046
C 5.223 -2.321 3.770
C 3.989 -1.965 3.069
C 3.117 -0.898 3.578
C 1.865 -0.647 2.985
C 1.555 -1.254 1.731
N 0.462 -0.756 0.907
C -0.693 -0.344 1.454
C -1.299 -1.018 2.532
C -2.549 -0.654 2.997
C -3.327 0.325 2.326
C -4.610 0.775 2.900
C -2.750 0.973 1.227
C -1.414 0.774 0.811
N -0.956 1.572 -0.238
C -1.314 2.890 -0.320
C -0.935 3.660 -1.377
C -0.211 1.711 -2.629
N -0.125 1.092 -1.194
C 2.421 -2.260 1.171
C 3.621 -2.617 1.901
N 2.011 -3.015 0.084
C 2.634 -4.200 -0.420
C 1.763 -4.689 -1.389
C 0.954 -3.624 -1.762
N 1.092 -2.609 -0.861
H 5.056 -2.748 4.746
H 5.804 -1.469 3.926
H 5.808 -3.018 3.223
H 3.388 -0.445 4.508
H 1.191 0.154 3.355
H -0.753 -1.819 3.012
H -3.048 -1.221 3.751
H -5.489 0.286 2.372
H -4.830 1.853 2.676
H -4.655 0.651 3.972
H -3.432 1.535 0.597
H -1.794 3.338 0.539
H -1.351 4.635 -1.386
H 0.646 1.139 -3.099
H 4.254 -3.424 1.506
H 3.627 -4.549 -0.072
H 1.756 -5.761 -1.737
H 0.282 -3.502 -2.564
Cl -0.984 5.210 -5.750
C -1.156 4.124 -4.321
C -2.365 3.350 -4.204
C -2.431 1.987 -3.834
C -1.446 1.230 -3.214
C 0.025 3.193 -2.378
C 0.049 4.007 -3.621
C -1.576 -0.270 -3.157
O -2.532 -0.983 -3.490
O -0.352 -0.812 -2.963
H -3.273 3.842 -4.569
H -3.329 1.510 -4.176
H 1.028 3.312 -1.951
H 0.947 4.544 -3.904
*
```


Record 2
Entry from OMol25: a molecular structure, C17H17N9O6SSeTi in a non-equilibrium geometry (the ωB97M-V functional and the def2-TZVPD basis).

LUMO (alpha / beta) in eV: -1.607 / -1.615
Kohn-Sham gap (alpha / beta) in eV: 2.6 / 6.3

```
! RIJCOSX wB97M-V def2-TZVPD def2/J DEFGRID3
* xyz 0 3
Ti -0.688 -0.930 0.356
N -1.202 -3.357 3.835
C -1.102 -2.248 4.677
C -1.056 -1.177 3.854
N -1.115 -1.547 2.518
C -1.177 -2.929 2.541
C -1.221 -3.642 1.253
N -1.266 -2.860 0.140
C -1.028 -3.760 -0.955
C -0.860 -4.988 -0.470
N -0.893 -4.925 0.941
H -1.295 -4.337 4.096
H -0.980 -2.349 5.731
H -1.057 -0.120 4.082
H -0.993 -3.400 -1.935
H -0.533 -5.864 -1.063
H -0.918 -5.706 1.655
O -0.212 0.359 -3.395
C -0.349 0.605 -2.227
O -0.086 -0.369 -1.274
C -0.610 1.971 -1.714
C -0.357 2.275 -0.384
C -0.501 3.629 -0.018
C -0.848 4.649 -0.949
C -1.213 4.222 -2.217
C -1.064 2.924 -2.673
N -1.628 5.215 -3.129
O -1.722 4.870 -4.335
O -1.724 6.370 -2.681
N -0.210 4.085 1.296
O 0.006 3.196 2.149
O -0.104 5.328 1.456
H -0.051 1.532 0.330
H -0.905 5.664 -0.668
H -1.253 2.615 -3.719
Se -5.052 0.375 -0.251
C -3.409 0.087 0.197
N -2.243 0.078 0.439
C 2.951 -2.825 -0.684
N 2.841 -1.508 -1.219
C 2.531 -0.414 -0.529
S 1.550 -0.557 0.986
N 3.079 0.768 -0.836
C 3.071 2.001 -0.056
H 3.811 -3.322 -1.184
H 2.087 -3.436 -0.831
H 3.076 -2.787 0.383
H 3.058 -1.368 -2.218
H 3.449 0.872 -1.775
H 3.911 2.055 0.608
H 2.208 2.141 0.572
H 3.296 2.839 -0.702
*
```


Record 3
Entry from OMol25: a single C22H24N4O2S molecule (the ωB97M-V functional and the def2-TZVPD basis).

LUMO in eV: 0.697
Relative energy (zero: lowest compared OMol25 entry of this formula, charge and spin) in kJ/mol: 81.76
Kohn-Sham gap in eV: 9.0
SMILES string: Cc1ccc(CN(Cc2ccccc2)C(=S)NCC(=O)NCc2cccnc2)o1

```
! RIJCOSX wB97M-V def2-TZVPD def2/J DEFGRID3
* xyz 0 1
C 1.784 1.810 -2.619
C 1.455 0.367 -2.543
C 0.800 -0.467 -3.402
C 0.746 -1.733 -2.769
C 1.378 -1.585 -1.567
O 1.810 -0.310 -1.431
C 1.629 -2.543 -0.444
N 0.985 -2.153 0.803
C -0.357 -2.150 0.942
N -1.092 -2.542 -0.121
H -0.672 -2.480 -1.038
C -2.533 -2.642 -0.113
H -2.827 -3.415 -0.826
H -2.856 -2.921 0.893
C -3.196 -1.320 -0.531
O -3.681 -1.153 -1.631
N -3.164 -0.390 0.437
H -2.680 -0.609 1.307
C -3.705 0.937 0.258
C -2.634 1.993 0.249
C -2.692 3.097 1.091
C -1.696 4.057 1.020
C -0.673 3.873 0.105
N -0.596 2.817 -0.689
C -1.546 1.903 -0.615
H -1.443 1.061 -1.288
H 0.120 4.601 -0.006
H -1.715 4.927 1.658
H -3.512 3.206 1.787
H -4.226 0.931 -0.707
H -4.428 1.145 1.053
S -1.090 -1.758 2.392
C 1.861 -1.684 1.864
C 2.528 -0.389 1.485
C 1.771 0.771 1.384
C 2.361 1.960 1.002
C 3.715 2.002 0.714
C 4.477 0.851 0.814
C 3.885 -0.340 1.197
H 4.485 -1.236 1.278
H 5.534 0.878 0.591
H 4.176 2.931 0.413
H 1.762 2.854 0.924
H 0.713 0.738 1.604
H 2.606 -2.460 2.069
H 1.246 -1.545 2.756
H 2.702 -2.586 -0.241
H 1.290 -3.541 -0.742
H 0.316 -2.630 -3.169
H 0.400 -0.216 -4.362
H 2.785 1.983 -2.231
H 1.076 2.376 -2.009
H 1.722 2.151 -3.649
*
```